Here is C39H35ClN2ScSi2 as an isolated structure at a distorted geometry from the Open Molecules 2025 dataset. Energies are from ωB97M-V/def2-TZVPD.

Element x y z (Å)
1 H -2.773 -1.065 1.412
2 C -0.060 -1.059 -1.087
3 H 3.269 0.461 6.931
4 C -2.299 2.668 -0.208
5 H -2.232 -0.328 -3.646
6 H 3.746 -3.448 5.098
7 C -1.260 1.736 -0.280
8 H 1.807 0.681 -4.903
9 H 2.246 2.125 6.946
10 H 0.861 4.599 -6.464
11 C 1.625 -3.484 -4.799
12 C -1.998 -2.577 -0.985
13 H -3.224 0.431 3.634
14 C 1.419 2.234 6.240
15 Si -0.765 -0.246 -3.627
16 H 4.561 -1.691 6.742
17 C -0.002 -1.666 -4.586
18 C 0.735 3.435 6.071
19 C -0.794 3.464 -5.620
20 H 1.758 -1.917 -0.313
21 H -1.575 -4.654 -0.539
22 C 1.060 1.462 -5.094
23 C -2.190 3.882 -0.896
24 C -0.044 3.183 -1.796
25 H -3.184 2.440 0.399
26 C -2.366 -1.255 2.406
27 C -1.204 2.276 -5.004
28 C -1.469 -1.292 -1.173
29 H -2.986 4.632 -0.807
30 C 1.264 -3.689 -6.133
31 N 0.053 1.205 4.535
32 H -1.398 2.376 3.605
33 H -2.168 -0.898 5.757
34 H -3.073 -2.743 -1.106
35 C 0.187 -3.393 -0.379
36 Sc -0.228 -0.524 3.170
37 H 1.013 4.301 6.668
38 C 1.803 -0.146 5.484
39 C 3.214 -2.509 5.239
40 H -1.350 -3.253 2.146
41 C 2.949 -0.342 6.270
42 C 2.056 -2.263 4.490
43 H 0.815 3.386 -2.438
44 C 1.064 1.126 5.458
45 C 0.543 3.673 -5.969
46 H 1.757 -4.461 -6.733
47 H -2.258 2.137 -4.750
48 C -0.367 -1.891 -5.927
49 Cl 1.355 0.265 1.656
50 C -1.039 4.152 -1.655
51 C -0.273 1.274 -4.689
52 H 0.844 -4.194 -0.040
53 Si 0.929 0.500 -1.601
54 H -2.184 -0.482 -1.379
55 H 2.271 0.668 -0.995
56 H -1.151 -1.281 -6.382
57 H -1.310 0.839 0.335
58 H 1.264 -2.391 -2.978
59 H -0.843 4.425 4.946
60 H 2.507 2.794 -5.976
61 C -2.617 -0.477 3.588
62 C -2.060 -1.180 4.704
63 H -1.518 4.246 -5.832
64 H -0.920 5.127 -2.138
65 H -0.037 -3.043 -7.722
66 C -0.174 1.933 -1.157
67 C -0.292 3.512 5.120
68 C -1.627 -2.427 2.799
69 C 0.267 -2.885 -6.686
70 C 0.985 -2.504 -4.029
71 C -0.609 2.374 4.367
72 C -1.164 -3.642 -0.640
73 C 1.462 2.658 -5.704
74 C 3.662 -1.534 6.147
75 C 0.719 -2.120 -0.571
76 H 1.666 -2.984 3.769
77 C -1.438 -2.371 4.218
78 H 2.396 -4.111 -4.350
79 H -0.981 -3.155 4.829
80 N 1.373 -1.106 4.610

As for the net charge: +1. The electronic energy comes out at -92965.896 eV. Its energy above the lowest of the compared OMol25 structures with the same formula, charge and spin is 10.2 kcal/mol.

Here are the Löwdin charges for atoms 1 to 4, given in e:
1. H 0.11
2. C -0.44
3. H 0.11
4. C -0.09

=====

Here is C3H7N3O as an isolated structure at a distorted geometry from the Open Molecules 2025 dataset. Energies are from ωB97M-V/def2-TZVPD.

Element x y z (Å)
1 H -0.577 -2.385 0.441
2 N -0.414 1.758 0.724
3 H -0.467 1.592 1.726
4 H 1.219 -0.332 1.102
5 H -1.135 2.416 0.456
6 H 1.433 0.194 -1.781
7 O -2.671 -0.619 0.125
8 H 2.402 0.868 -0.524
9 C 0.806 -0.226 0.091
10 H -0.185 -1.862 -1.225
11 C -0.500 0.540 -0.015
12 N 1.758 0.145 -0.821
13 C -1.525 -0.335 -0.082
14 N -0.146 -1.755 -0.220

As for the net charge: 0. The electronic energy comes out at -9738.928 eV. Its energy above the lowest of the compared OMol25 structures with the same formula, charge and spin is 94.7 kcal/mol.

Here are the Löwdin charges for atoms 1 to 4, given in e:
1. H 0.08
2. N 0.05
3. H 0.08
4. H 0.14